C15H24CuN4O7 | ωB97M-V with the def2-TZVPD basis set

Cartesian coordinates (Å):
H -2.717 -2.592 5.476
H 0.729 -0.465 -0.373
H -3.358 -3.887 4.447
O -1.564 0.947 -1.598
H 3.395 2.191 -3.671
H 2.013 3.871 -0.396
O -2.528 1.362 3.401
H 1.106 1.456 -5.446
H 0.924 3.772 -3.581
C -1.179 -3.675 4.289
O -2.588 0.184 1.502
H -1.299 -3.270 -1.375
C 1.578 3.112 -4.138
C -2.340 0.326 2.728
C 0.526 -0.859 2.278
H -1.935 -0.568 4.588
O 0.109 -0.703 1.103
H 2.180 0.315 -3.557
Cu -1.799 -1.014 0.079
O 1.677 -0.596 2.698
H 0.559 -0.246 -3.834
H 1.849 3.618 -5.067
H 0.791 3.461 -1.675
H -0.067 -3.477 2.351
H 0.143 -1.472 4.245
C -2.602 -3.101 4.518
C -1.850 -0.896 3.552
N 3.944 2.653 -1.342
H 3.763 2.480 -0.363
C 2.843 3.134 -2.011
O -0.436 2.845 -2.005
C 1.128 0.619 -3.484
N 0.882 -0.527 -1.385
H -0.489 -3.441 5.102
N 2.810 2.947 -3.349
C 0.786 0.776 -1.996
N 1.897 3.813 -1.399
O -2.036 -2.870 2.304
C -0.425 -1.494 3.315
C -2.725 -2.142 3.315
C -0.545 1.549 -1.844
H -3.740 -1.924 2.990
H -1.198 -4.759 4.153
H 0.081 -1.098 -1.682
C -0.787 -2.955 2.978
H -2.185 -2.086 -2.361
C 0.845 1.785 -4.434
H 1.556 1.385 -1.519
H 4.369 1.841 -1.766
H -0.225 1.999 -4.432
C -1.867 -2.323 -1.328

Calculated values
HOMO-LUMO gap (spin up / spin down) = 3.423 / 3.813 eV
ΔE to the lowest compared entry with this formula, charge and spin = 43.6 kcal/mol
HOMO energy (spin up / spin down) = 0.8 / 0.4 eV
lowest unoccupied orbital energy (spin up / spin down) = 4.181 / 4.178 eV
net charge = -2
multiplicity = 2



C15H24KNO5Si | ωB97M-V with the def2-TZVPD basis set

Cartesian coordinates (Å):
H -2.085 0.822 2.019
C 1.328 -0.597 3.351
C -1.517 -3.895 -1.165
O 2.196 -1.087 0.356
C 1.373 3.683 -0.893
H -2.243 1.052 3.763
C -1.006 -0.605 3.190
C -0.196 1.947 -2.836
H -2.360 2.256 -0.404
N -0.283 -2.051 -0.275
C 2.536 0.312 3.224
H 0.356 1.095 -2.444
O 0.552 -6.010 -3.274
H 2.423 1.177 3.876
H -0.164 5.153 -3.296
H -0.957 5.740 -1.845
H 1.888 2.767 -0.608
H 0.331 2.308 -3.716
H -3.119 -0.273 2.968
H 2.611 0.635 2.190
C 0.798 -2.495 -0.921
O 2.817 -1.544 -1.727
O -1.596 -6.235 -2.691
H 1.970 4.180 -1.654
H -1.096 -1.133 4.163
C -2.199 0.308 2.970
C -0.872 4.882 -2.512
C 2.059 -1.647 -0.759
O 0.162 0.174 3.190
H -1.169 1.585 -3.160
H -1.843 4.747 -2.988
K 0.617 0.454 0.027
H 1.671 -3.955 -2.234
H 1.344 4.331 -0.020
C -0.395 -4.369 -1.837
Si -0.406 3.275 -1.479
H 1.384 -1.366 2.571
C -1.363 2.585 -0.097
C -1.411 -2.739 -0.418
C -0.487 -5.671 -2.692
H 1.307 -1.086 4.347
H 3.437 -0.237 3.483
H -2.273 -2.324 0.106
C 0.778 -3.637 -1.715
H -2.447 -4.440 -1.262
H -1.495 3.286 0.735
H -0.954 -1.358 2.391

Calculated values
HOMO-LUMO gap = 5.571 eV
ΔE to the lowest compared entry with this formula, charge and spin = 13.3 kcal/mol
HOMO energy = -1.4 eV
lowest unoccupied orbital energy = 4.148 eV
net charge = -2



C15H24N2O3S | ωB97M-V with the def2-TZVPD basis set

Cartesian coordinates (Å):
O 0.648 -3.278 -0.242
H 2.977 -2.396 -0.982
O -0.806 1.431 -0.228
O -2.999 1.830 -0.028
H 4.557 -0.392 -1.385
H 6.664 0.019 -0.574
H 2.815 -1.576 0.581
C -1.276 -1.354 -0.097
H 6.894 1.285 0.629
C -3.504 -2.366 0.140
S -1.867 -2.962 0.003
H -5.695 -0.914 0.306
C -2.281 -0.404 -0.030
H 7.397 -0.368 0.982
H -4.988 0.375 -0.680
H -4.221 -4.358 0.262
H -2.048 3.496 0.727
H 0.343 -0.122 -0.287
H -2.192 3.435 -1.039
C -2.717 3.226 -0.099
C -4.850 -0.240 0.207
H -4.679 3.693 -0.840
H 2.123 -0.349 -1.978
H 4.486 1.811 0.374
C -4.619 -3.347 0.272
C -1.946 1.010 -0.105
H -3.840 5.050 -0.072
C 0.972 -2.107 -0.300
C -3.574 -1.009 0.109
C 6.638 0.237 0.491
H -5.160 -3.199 1.207
N 2.464 -0.307 -1.022
H 3.253 0.741 1.018
H 5.046 -1.121 0.974
C 2.404 -1.629 -0.433
C 4.159 0.771 0.411
H -4.534 3.756 0.917
H 3.748 1.157 -1.678
N 0.062 -1.105 -0.229
C -4.029 3.981 -0.018
H -5.327 -3.246 -0.551
H -4.823 0.426 1.067
C 5.261 -0.056 1.077
H 5.278 0.175 2.145
C 3.788 0.300 -1.004

Calculated values
HOMO-LUMO gap = 8.594 eV
ΔE to the lowest compared entry with this formula, charge and spin = 2.0 kcal/mol
SMILES = CCCCNCC(=O)Nc1sc(C)c(C)c1C(=O)OCC
HOMO energy = -7.8 eV
lowest unoccupied orbital energy = 0.807 eV
net charge = 0



C15H24N2O4 | ωB97M-V with the def2-TZVPD basis set

Cartesian coordinates (Å):
O 6.059 -2.709 -0.262
N 5.658 -1.891 -1.066
H -5.042 -0.872 3.022
H -2.757 3.147 2.357
C -3.685 3.391 1.834
C -1.660 0.929 -0.948
H -1.261 0.419 1.090
C 1.697 -0.529 -0.683
C 3.505 -1.926 0.092
H -3.099 -0.300 -0.696
C 2.214 -1.478 0.214
H -2.052 1.791 -1.518
H -1.406 2.166 0.816
H -6.248 -1.536 0.982
H -4.574 4.324 3.565
C -0.186 0.772 -1.338
H -0.147 0.403 -2.369
H -4.966 2.614 3.405
H -4.533 -1.887 0.773
H -5.035 2.081 0.760
C -4.945 -0.253 2.127
O -2.358 -0.227 -1.320
H 3.914 -2.656 0.774
H -3.535 4.354 1.343
H 4.453 -0.126 -2.616
C -4.811 3.537 2.852
H 0.317 1.745 -1.274
H -2.829 -0.544 2.120
H 2.143 0.688 -2.409
C -5.261 -1.088 0.892
H -5.669 0.558 2.213
O 0.427 -0.154 -0.463
H 1.568 -1.844 0.995
C -1.830 1.186 0.562
H -3.724 2.710 -0.226
H -5.741 3.799 2.354
C 4.309 -1.431 -0.935
C 3.811 -0.493 -1.830
N -3.238 1.065 0.897
H -3.345 0.891 3.019
H -5.248 -0.469 -0.001
C 2.513 -0.042 -1.708
O 6.328 -1.436 -1.972
C -3.969 2.314 0.763
C -3.519 0.304 2.103

Calculated values
HOMO-LUMO gap = 8.670 eV
ΔE to the lowest compared entry with this formula, charge and spin = 104.0 kcal/mol
SMILES = CCCN(CCC)C[C@H](O)COc1ccc([N+](=O)[O-])cc1
HOMO energy = -8.9 eV
lowest unoccupied orbital energy = -0.201 eV
net charge = 0



C15H24N2O5 | ωB97M-V with the def2-TZVPD basis set

Cartesian coordinates (Å):
H -2.289 0.085 3.565
H 1.683 0.127 -3.144
C 0.631 -5.104 -1.682
H 0.302 4.660 -1.179
C -2.372 1.161 3.353
O -3.475 1.552 5.500
H 3.216 -2.508 -4.970
H 1.009 5.289 0.139
C 2.606 -1.698 -4.671
O -0.258 -5.253 -2.471
C 0.650 2.041 -0.155
O 1.757 2.181 -0.851
H 3.213 -1.768 -2.658
H -3.609 0.618 5.439
H 2.723 -2.884 -0.296
H 1.735 -1.731 -5.363
O 0.066 0.990 -0.008
H 1.102 -3.596 -3.691
C 1.819 -3.351 -3.030
H -1.825 2.887 -0.192
H 0.343 -0.993 -3.264
H 0.617 3.470 1.377
C -2.926 2.010 4.330
H 0.727 -2.992 -1.128
C -3.014 3.390 4.083
H -2.544 4.942 2.735
H 1.951 3.214 -0.845
C 2.254 -1.891 -3.217
H -1.454 0.997 1.416
H 3.201 -0.762 -4.898
C 0.200 3.391 0.423
C 1.307 -0.805 -2.800
H 2.683 -3.954 -3.260
C 1.378 -3.747 -1.617
H 3.387 -4.053 -1.273
N 0.882 4.446 -0.406
H -3.623 4.021 4.730
O 1.011 -6.015 -0.766
H 1.687 -5.543 -0.181
H -1.635 4.531 0.300
H 1.178 -0.724 -1.697
C -1.369 3.502 0.543
C -1.865 1.658 2.123
C -1.904 3.055 1.905
N 2.561 -3.879 -0.700
C -2.511 3.896 2.886

Calculated values
HOMO-LUMO gap = 8.921 eV
ΔE to the lowest compared entry with this formula, charge and spin = 25.7 kcal/mol
SMILES = N[C@@H](Cc1ccc(O)cc1)C(=O)O.CC(C)C[C@H](N)C(=O)O
HOMO energy = -8.5 eV
lowest unoccupied orbital energy = 0.371 eV
net charge = 0



C15H24N4O5 | ωB97M-V with the def2-TZVPD basis set

Cartesian coordinates (Å):
O 3.046 -2.284 5.097
H -4.166 1.373 -0.763
C 2.460 -2.834 -1.068
O -1.865 1.508 -0.379
H -1.414 5.456 0.009
C 3.635 -2.650 3.934
C -3.777 3.750 1.009
C 2.094 -5.007 -2.290
H 3.533 -3.741 1.451
O -6.332 1.604 -1.746
H -5.417 4.466 -2.364
C 3.107 -2.746 1.480
H 1.008 -4.882 -2.238
C 2.059 -0.232 1.499
H 4.817 -4.104 -0.351
H 4.491 -5.675 -1.103
O 4.603 -3.391 3.884
H -3.059 4.492 1.357
H -7.090 3.906 -2.166
N 2.515 -0.803 2.657
H 3.126 -2.321 -1.770
H 2.425 -0.252 3.504
C -3.440 3.326 -0.430
H -0.064 3.009 -0.599
H 2.450 -4.561 -3.225
H 4.684 -4.226 -2.113
N -4.431 2.342 -0.877
C 3.101 -2.068 2.680
H 3.542 -2.753 5.785
N 2.064 -0.909 0.298
H 2.366 -4.819 -0.179
H -6.194 4.496 -0.755
C -5.622 2.547 -1.435
C -6.109 3.959 -1.696
C 2.771 -4.349 -1.081
H 0.115 5.295 -0.873
H -3.728 2.881 1.669
C 4.284 -4.602 -1.165
H 2.312 -6.079 -2.313
H -4.778 4.176 1.061
C 2.544 -2.127 0.269
H -3.473 4.198 -1.082
H -1.421 5.218 -1.758
O 1.671 0.920 1.564
N -0.947 3.503 -0.633
H 1.440 -2.682 -1.437
C -2.019 2.719 -0.492
C -0.920 4.953 -0.825

Calculated values
HOMO-LUMO gap = 8.507 eV
SMILES = CC(C)Cc1cc(C(=O)O)[nH]c(=O)n1.CNC(=O)[C@H](C)NC(C)=O
HOMO energy = -9.2 eV
lowest unoccupied orbital energy = -0.698 eV
net charge = 0